# C32H44F5N6PPdS

A structure of composition C32H44F5N6PPdS (ωB97M-V/def2-TZVPD, the Open Molecules 2025 dataset).

Geometry as XYZ:
```
90
C32H44F5N6PPdS, DFT ωB97M-V/def2-TZVPD
Pd -1.222 -1.190 -0.096
N 0.567 -0.029 -0.460
P 1.359 0.691 0.604
N 1.464 0.245 2.284
C 0.596 0.862 3.276
C -0.787 0.215 3.340
C -0.638 -1.266 3.672
C 0.213 -1.911 2.584
C 1.562 -1.201 2.476
N 3.088 0.729 0.287
C 4.151 0.121 1.043
C 4.595 -1.243 0.492
C 4.903 -1.154 -1.002
C 3.716 -0.538 -1.742
C 3.392 0.823 -1.132
N 1.146 2.396 0.784
C 0.058 3.036 0.042
C 0.241 4.560 0.112
C 1.644 5.015 -0.304
C 2.746 4.207 0.413
C 2.126 3.237 1.420
H 0.502 1.924 3.055
H 1.087 0.760 4.261
H -1.243 0.303 2.347
H -1.418 0.733 4.074
H -1.613 -1.751 3.722
H -0.148 -1.378 4.654
H -0.332 -1.803 1.595
H 0.373 -2.979 2.784
H 2.116 -1.599 1.622
H 2.158 -1.394 3.388
H 3.829 0.022 2.081
H 5.030 0.795 1.028
H 3.788 -1.966 0.639
H 5.472 -1.597 1.048
H 5.135 -2.147 -1.400
H 5.788 -0.519 -1.150
H 2.825 -1.162 -1.626
H 3.936 -0.439 -2.810
H 2.523 1.252 -1.633
H 4.258 1.498 -1.278
H -1.429 3.036 1.452
H 0.100 2.712 -1.004
H 0.037 4.881 1.139
H -0.501 5.037 -0.527
H 1.748 6.082 -0.082
H 1.740 4.902 -1.387
H 3.450 4.874 0.922
H 3.307 3.613 -0.311
H 1.701 3.812 2.261
H 2.897 2.583 1.828
F -3.401 -2.532 2.481
C -3.979 -2.234 1.277
C -3.187 -1.932 0.183
C -3.948 -1.727 -0.976
F -3.342 -1.539 -2.186
C -5.330 -1.747 -1.037
F -5.999 -1.525 -2.198
C -6.052 -1.991 0.115
F -7.408 -2.006 0.093
C -5.366 -2.252 1.281
F -6.069 -2.512 2.414
C -2.947 3.865 -0.778
C -2.424 2.502 -0.269
C -3.491 1.876 0.628
C -2.167 1.579 -1.464
N -1.224 2.597 0.560
H -3.925 3.730 -1.249
H -2.269 4.289 -1.523
H -3.057 4.575 0.049
H -4.437 1.759 0.093
H -3.667 2.487 1.522
H -3.143 0.887 0.935
H -3.104 1.379 -1.988
H -1.707 0.612 -1.122
H -1.470 2.037 -2.174
S 2.225 -4.345 -1.692
C 1.130 -3.352 -0.724
N -0.031 -3.151 -1.223
C -0.169 -3.776 -2.429
C -1.316 -3.785 -3.230
C -1.301 -4.475 -4.424
C -0.169 -5.169 -4.861
C 0.980 -5.183 -4.082
C 0.962 -4.498 -2.879
H 1.460 -3.002 0.242
H -2.190 -3.244 -2.890
H -2.191 -4.480 -5.042
H -0.182 -5.696 -5.807
H 1.866 -5.714 -4.409
```

Results
Charge   -2
Highest occupied orbital energy   1.060 eV
ΔE to the lowest compared entry with this formula, charge and spin   0.000 eV
Gap between HOMO and LUMO   3.074 eV
Multiplicity   1

The molecule's Löwdin atomic charges, reported in e, are given here:
1 Pd 0.307
2 N -0.281
3 P 0.575
4 N -0.213
5 C -0.235
6 C -0.201
7 C -0.219
8 C -0.226
9 C -0.255
10 N -0.221
11 C -0.250
12 C -0.195
13 C -0.222
14 C -0.198
15 C -0.263
16 N -0.171
17 C -0.363
18 C -0.153
19 C -0.191
20 C -0.178
21 C -0.251
22 H 0.083
23 H 0.107
24 H 0.073
25 H 0.102
26 H 0.083
27 H 0.097
28 H 0.027
29 H 0.103
30 H 0.056
31 H 0.111
32 H 0.092
33 H 0.107
34 H 0.083
35 H 0.100
36 H 0.091
37 H 0.099
38 H 0.080
39 H 0.103
40 H 0.093
41 H 0.103
42 H 0.112
43 H 0.127
44 H 0.108
45 H 0.089
46 H 0.091
47 H 0.101
48 H 0.095
49 H 0.089
50 H 0.104
51 H 0.100
52 F 0.014
53 C -0.267
54 C -0.098
55 C -0.278
56 F -0.007
57 C -0.178
58 F 0.052
59 C -0.177
60 F 0.053
61 C -0.177
62 F 0.052
63 C -0.073
64 C -0.619
65 C -0.060
66 C -0.085
67 N 0.040
68 H 0.068
69 H 0.059
70 H 0.070
71 H 0.078
72 H 0.073
73 H 0.052
74 H 0.075
75 H 0.002
76 H 0.064
77 S 0.977
78 C -0.435
79 N 0.032
80 C -0.299
81 C 0.008
82 C -0.102
83 C -0.120
84 C -0.126
85 C -0.489
86 H 0.049
87 H 0.097
88 H 0.093
89 H 0.086
90 H 0.093


# C12H24LiO7P

A structure of composition C12H24LiO7P (ωB97M-V/def2-TZVPD, the Open Molecules 2025 dataset).

Geometry as XYZ:
```
45
C12H24LiO7P, DFT ωB97M-V/def2-TZVPD
Li 1.109 0.430 1.236
P 2.309 2.415 1.776
O 3.342 3.057 0.814
O 2.193 3.411 2.977
O 2.610 0.945 2.231
O 0.860 2.313 1.149
C 0.843 -3.457 1.753
C -0.615 -3.424 1.267
C -0.997 -1.931 1.326
O 0.160 -1.244 1.738
C 0.965 -2.114 2.498
H 1.518 -3.432 0.898
H 1.044 -4.304 2.407
H -1.233 -3.955 1.997
H -0.794 -3.899 0.302
H -1.767 -1.792 2.100
H -1.464 -1.532 0.427
H 0.626 -2.176 3.538
H 2.006 -1.798 2.521
C 2.898 -0.593 -2.209
C 1.607 -1.128 -2.830
C 0.634 -1.095 -1.600
O 1.278 -0.286 -0.632
C 2.339 0.438 -1.256
H 3.591 -0.187 -2.953
H 3.475 -1.358 -1.684
H 1.663 -2.132 -3.252
H 1.216 -0.404 -3.546
H 0.499 -2.079 -1.149
H -0.320 -0.712 -1.975
H 3.054 0.818 -0.522
H 1.948 1.324 -1.768
C -3.269 3.191 -0.963
C -2.354 2.841 0.201
C -1.862 1.421 -0.141
O -2.680 0.947 -1.222
C -3.783 1.822 -1.432
H -2.758 3.659 -1.804
H -4.086 3.855 -0.665
H -2.827 2.854 1.182
H -1.539 3.564 0.214
H -1.904 0.792 0.748
H -0.808 1.555 -0.402
H -4.631 1.495 -0.821
H -4.094 1.889 -2.475
```

Results
Charge   -2
Highest occupied orbital energy   1.872 eV
ΔE to the lowest compared entry with this formula, charge and spin   0.000 eV
Gap between HOMO and LUMO   2.541 eV
Multiplicity   1

The molecule's Löwdin atomic charges, reported in e, are given here:
1 Li 0.536
2 P -0.148
3 O -0.534
4 O -0.570
5 O -0.561
6 O -0.539
7 C -0.153
8 C -0.167
9 C -0.204
10 O -0.190
11 C -0.185
12 H 0.106
13 H 0.100
14 H 0.096
15 H 0.096
16 H 0.118
17 H 0.110
18 H 0.126
19 H 0.122
20 C -0.174
21 C -0.160
22 C -0.191
23 O -0.215
24 C -0.188
25 H 0.105
26 H 0.111
27 H 0.093
28 H 0.101
29 H 0.102
30 H 0.111
31 H 0.105
32 H 0.134
33 C -0.184
34 C -0.154
35 C -0.191
36 O -0.159
37 C -0.232
38 H 0.105
39 H 0.098
40 H 0.109
41 H 0.112
42 H 0.105
43 H 0.092
44 H 0.105
45 H 0.102


# C2H3ClS

An isolated molecule of C2H3ClS (ωB97M-V/def2-TZVPD, the Open Molecules 2025 dataset).

Geometry as XYZ:
```
7
C2H3ClS, DFT ωB97M-V/def2-TZVPD
C -0.698 -0.040 0.039
C 0.756 -0.120 0.103
S 1.686 1.422 0.412
Cl 1.517 -1.481 -0.383
H -1.062 0.683 0.659
H -0.963 0.533 -0.952
H -1.237 -0.997 0.121
```

Results
Highest occupied orbital energy   -8.834 eV
ΔE to the lowest compared entry with this formula, charge and spin   0.855 eV
Gap between HOMO and LUMO   7.898 eV
Multiplicity   1

The molecule's Löwdin atomic charges, reported in e, are given here:
1 C -0.223
2 C -1.229
3 S 0.476
4 Cl 0.726
5 H 0.026
6 H 0.139
7 H 0.085


# C41H40B2ClF4IN6O6PPbTe

A structure of composition C41H40B2ClF4IN6O6PPbTe (ωB97M-V/def2-TZVPD, the Open Molecules 2025 dataset).

Geometry as XYZ:
```
104
C41H40B2ClF4IN6O6PPbTe, DFT ωB97M-V/def2-TZVPD
Pb -0.384 -0.753 0.167
C -2.972 1.477 -3.470
C -2.362 0.923 -2.222
N -1.557 -0.068 -2.195
O -1.250 -0.623 -3.389
B -0.400 -1.854 -3.254
F 0.677 -1.587 -2.380
F 0.030 -2.166 -4.526
O -1.167 -3.025 -2.772
N -1.726 -2.842 -1.513
C -3.115 -2.949 -1.547
C -3.812 -3.145 -2.866
C -3.899 -2.193 -0.522
N -3.314 -1.299 0.181
O -4.208 -0.554 0.894
B -3.770 0.510 1.844
F -4.887 1.342 1.958
F -3.444 -0.011 3.087
O -2.599 1.333 1.362
N -2.106 1.044 0.125
C -2.771 1.446 -0.890
C -3.988 2.307 -0.796
C -5.365 -2.497 -0.441
H -2.501 1.027 -4.339
H -2.838 2.559 -3.514
H -4.046 1.277 -3.496
H -3.200 -3.739 -3.535
H -3.965 -2.161 -3.322
H -4.779 -3.621 -2.722
H -4.086 2.716 0.205
H -4.883 1.713 -1.000
H -3.937 3.106 -1.537
H -5.519 -3.572 -0.540
H -5.913 -2.002 -1.246
H -5.764 -2.148 0.506
C 1.575 -4.219 2.390
C 2.633 -3.493 1.562
C 2.513 -3.881 0.091
C 2.533 -1.965 1.813
C 3.672 -1.351 2.644
O 4.412 -0.556 1.696
C 3.615 -0.475 0.598
N 2.571 -1.183 0.565
C 4.147 0.398 -0.472
C 5.527 0.347 -0.683
C 6.123 1.107 -1.670
C 5.341 1.950 -2.449
C 3.978 2.019 -2.227
C 3.352 1.248 -1.243
P 1.539 1.492 -0.971
C 1.553 3.111 -0.104
C 2.688 3.897 0.079
C 2.616 5.095 0.777
C 1.413 5.520 1.318
C 0.282 4.730 1.171
C 0.357 3.535 0.474
C 1.051 1.948 -2.685
C 1.273 1.017 -3.699
C 0.838 1.261 -4.990
C 0.177 2.444 -5.292
C -0.047 3.377 -4.291
C 0.383 3.129 -2.993
H 0.575 -3.981 2.017
H 1.704 -5.301 2.331
H 1.613 -3.927 3.442
H 3.618 -3.819 1.918
H 1.543 -3.594 -0.322
H 2.618 -4.963 -0.012
H 3.274 -3.401 -0.524
H 1.584 -1.767 2.311
H 4.349 -2.092 3.070
H 3.308 -0.683 3.427
H 6.124 -0.303 -0.057
H 7.191 1.045 -1.829
H 5.791 2.560 -3.222
H 3.379 2.691 -2.828
H 3.646 3.578 -0.309
H 3.512 5.688 0.909
H 1.362 6.449 1.873
H -0.656 5.025 1.624
H -0.518 2.904 0.413
H 1.761 0.077 -3.473
H 0.993 0.510 -5.754
H -0.169 2.633 -6.301
H -0.560 4.305 -4.516
H 0.206 3.873 -2.227
Cl -0.520 -0.471 7.647
C -0.225 -0.166 5.950
C 0.587 0.866 5.584
C 0.850 1.126 4.230
I 2.115 2.695 3.716
C 0.310 0.372 3.188
O 0.563 0.578 1.950
C -0.543 -0.727 3.612
N -1.059 -1.488 2.620
C -1.844 -2.495 2.906
C -2.174 -2.839 4.228
C -1.662 -2.093 5.249
C -0.815 -0.998 4.969
H 1.036 1.490 6.345
H -2.243 -3.058 2.068
H -2.830 -3.677 4.417
H -1.897 -2.324 6.280
Te -2.191 -4.770 -0.619
```

Results
Charge   -1
Highest occupied orbital energy   -4.905 eV
ΔE to the lowest compared entry with this formula, charge and spin   0.000 eV
Gap between HOMO and LUMO   6.812 eV
Multiplicity   1

Results of the Löwdin charge analysis, in e, for atoms 1 through 99:
1 Pb 1.447
2 C -0.008
3 C -0.257
4 N 0.021
5 O 0.024
6 B -1.170
7 F 0.039
8 F 0.161
9 O -0.075
10 N -0.343
11 C -0.679
12 C -0.058
13 C -0.352
14 N 0.077
15 O 0.023
16 B -1.101
17 F 0.123
18 F 0.155
19 O 0.011
20 N -0.071
21 C -0.257
22 C 0.011
23 C -0.018
24 H 0.078
25 H 0.077
26 H 0.088
27 H 0.082
28 H 0.102
29 H 0.074
30 H 0.083
31 H 0.106
32 H 0.082
33 H 0.077
34 H 0.092
35 H 0.084
36 C -0.068
37 C -0.367
38 C -0.065
39 C -0.267
40 C -0.065
41 O 0.001
42 C -0.335
43 N 0.116
44 C -0.115
45 C -0.017
46 C -0.074
47 C -0.073
48 C -0.099
49 C -0.276
50 P 1.114
51 C -0.365
52 C -0.095
53 C -0.111
54 C -0.124
55 C -0.104
56 C -0.123
57 C -0.371
58 C -0.101
59 C -0.066
60 C -0.095
61 C -0.103
62 C -0.087
63 H 0.063
64 H 0.077
65 H 0.083
66 H 0.126
67 H 0.068
68 H 0.079
69 H 0.077
70 H 0.099
71 H 0.122
72 H 0.116
73 H 0.117
74 H 0.101
75 H 0.103
76 H 0.110
77 H 0.094
78 H 0.099
79 H 0.099
80 H 0.108
81 H 0.085
82 H 0.110
83 H 0.111
84 H 0.098
85 H 0.099
86 H 0.098
87 Cl 0.642
88 C -0.616
89 C -0.189
90 C -0.633
91 I 0.988
92 C -0.471
93 O -0.297
94 C -0.160
95 N 0.028
96 C -0.148
97 C -0.035
98 C -0.021
99 C -0.171


# C4H5NO3

A structure of composition C4H5NO3 (ωB97M-V/def2-TZVPD, the Open Molecules 2025 dataset).

Geometry as XYZ:
```
13
C4H5NO3, DFT ωB97M-V/def2-TZVPD
C 0.505 -1.032 1.318
C 0.086 0.244 0.504
C -1.344 0.533 0.177
C 0.806 0.345 -0.824
H 1.453 -1.815 0.486
H 0.417 1.273 1.006
H -1.656 1.626 0.338
H -1.799 -0.443 0.794
H 0.032 0.342 -2.979
N -0.202 0.395 -1.717
O -0.267 -1.034 2.619
O -1.476 0.177 -1.259
O 2.073 0.321 -0.695
```

Results
Highest occupied orbital energy   -9.772 eV
ΔE to the lowest compared entry with this formula, charge and spin   9.363 eV
Gap between HOMO and LUMO   8.808 eV
Multiplicity   1

The molecule's Löwdin atomic charges, reported in e, are given here:
1 C 0.051
2 C -0.298
3 C -0.110
4 C -0.480
5 H 0.259
6 H 0.202
7 H 0.154
8 H 0.182
9 H 0.315
10 N 0.015
11 O -0.164
12 O -0.113
13 O -0.012